# 1
Here is a molecular structure, C54H55CsGeN8O3S2 in a non-equilibrium geometry from OMol25. Energies are from ωB97M-V with the def2-TZVPD basis set.

Geometry as XYZ:
```
124
Properties=species:S:1:pos:R:3:mulliken_charge:R:1
Cs -1.392 1.366 0.786 1.166
C -0.760 4.953 6.487 -1.030
C -0.677 5.167 4.975 -0.412
N -1.674 4.415 4.243 -0.304
C -1.444 3.102 3.836 0.267
S -2.859 2.184 3.531 -0.503
N -0.204 2.721 3.839 -0.729
N 0.363 1.761 3.113 0.421
C 1.377 1.155 3.629 0.832
C 1.743 1.333 5.079 -1.761
C 2.196 0.299 2.772 0.045
C 3.526 0.021 3.110 -0.746
C 4.265 -0.844 2.323 -0.711
C 3.675 -1.401 1.201 -0.826
C 2.368 -1.028 0.905 -0.739
N 1.645 -0.208 1.662 0.386
H 0.020 5.520 7.001 0.333
H -0.631 3.895 6.716 0.263
H -1.733 5.279 6.860 0.289
H 0.296 4.842 4.611 0.255
H -0.801 6.230 4.743 0.323
H -2.625 4.536 4.553 0.229
H 0.821 1.440 5.648 0.334
H 2.340 2.239 5.229 0.307
H 2.291 0.475 5.463 0.483
H 3.979 0.490 3.973 0.471
H 5.290 -1.079 2.585 0.398
H 4.207 -2.099 0.569 0.388
H 1.891 -1.378 -0.009 0.861
O -7.201 -3.862 -0.353 -0.506
C -7.174 -3.041 -1.452 0.671
O -8.038 -3.195 -2.285 -0.661
C -6.113 -2.045 -1.501 0.464
C -5.008 -2.008 -0.626 -0.025
C -4.066 -1.020 -0.704 0.562
C -4.144 0.026 -1.660 0.152
C -5.245 -0.043 -2.563 -0.739
C -6.180 -1.040 -2.483 -1.012
N -3.169 0.956 -1.660 0.168
C -3.241 2.043 -2.411 -0.316
C -2.190 2.976 -2.571 0.374
C -2.375 4.067 -3.465 -1.011
C -1.359 4.957 -3.691 -0.361
C -0.139 4.777 -3.025 -0.772
C -0.043 3.698 -2.157 -0.422
N -1.007 2.827 -1.911 0.124
H -6.518 -3.572 0.261 0.339
H -4.850 -2.791 0.111 -0.280
H -3.218 -1.029 -0.031 -0.219
H -5.335 0.699 -3.345 0.203
H -7.014 -1.078 -3.172 0.402
H -4.147 2.298 -2.969 0.108
H -3.323 4.165 -3.979 0.327
H -1.491 5.778 -4.388 0.381
H 0.696 5.443 -3.189 0.410
H 0.894 3.522 -1.629 0.481
C -6.625 -4.256 4.830 -1.523
C -5.429 -3.404 4.493 1.002
C -4.814 -3.491 3.249 -0.842
C -3.711 -2.710 2.935 0.448
C -3.191 -1.849 3.891 -0.435
C -3.801 -1.738 5.130 -0.677
C -4.915 -2.507 5.426 -0.770
S -1.690 -0.852 3.627 1.450
C -0.786 -2.218 2.823 -0.541
O -1.090 -0.735 4.978 -0.746
H -6.863 -4.938 4.015 0.354
H -7.500 -3.632 5.019 0.343
H -6.440 -4.847 5.730 0.331
H -5.198 -4.195 2.518 0.291
H -3.250 -2.801 1.957 -0.021
H -3.371 -1.060 5.856 0.461
H -5.396 -2.418 6.394 0.348
H -0.912 -3.121 3.418 0.528
H 0.256 -1.910 2.786 0.069
H -1.160 -2.362 1.811 -0.053
C 1.644 -0.410 -1.946 -1.849
Ge 3.313 0.363 -2.429 2.150
C 4.368 1.956 -1.792 -0.297
C 4.731 2.074 -0.450 0.029
C 5.583 3.082 -0.022 -0.512
C 6.084 4.005 -0.930 -0.484
C 5.692 3.933 -2.259 -0.648
C 4.840 2.921 -2.681 -0.253
C 3.207 0.716 -4.396 -0.400
C 2.405 1.761 -4.860 -0.280
C 2.230 1.986 -6.218 -0.624
C 2.843 1.152 -7.143 -0.433
C 3.620 0.091 -6.701 -0.634
C 3.798 -0.121 -5.339 -0.180
C 4.685 -1.080 -2.310 0.134
C 4.260 -2.407 -2.389 -0.421
C 5.152 -3.463 -2.262 -0.605
C 6.499 -3.207 -2.042 -0.417
C 6.944 -1.894 -1.968 -0.613
C 6.043 -0.845 -2.106 -0.248
H 0.918 0.373 -1.693 0.647
H 4.344 1.355 0.266 0.100
H 5.868 3.143 1.023 0.402
H 6.773 4.776 -0.605 0.335
H 6.058 4.661 -2.974 0.370
H 4.547 2.869 -3.723 0.269
H 1.905 2.403 -4.141 0.513
H 1.610 2.810 -6.553 0.412
H 2.705 1.322 -8.205 0.342
H 4.088 -0.575 -7.418 0.368
H 4.404 -0.953 -4.996 0.272
H 3.201 -2.598 -2.534 0.279
H 4.797 -4.486 -2.323 0.366
H 7.198 -4.027 -1.924 0.323
H 7.995 -1.688 -1.798 0.346
H 6.402 0.177 -2.046 0.332
C -0.143 -3.161 -3.357 -0.591
N -0.803 -3.532 -2.122 0.362
C -1.428 -4.725 -1.870 -0.367
C -1.942 -4.627 -0.609 -0.956
N -1.651 -3.400 -0.083 0.061
C -0.961 -2.767 -1.011 -0.766
H -0.868 -2.782 -4.081 0.251
H 0.363 -4.030 -3.779 0.335
H 0.586 -2.365 -3.131 -0.009
H -1.438 -5.521 -2.594 0.445
H -2.506 -5.358 -0.052 0.473
H -0.574 -1.755 -0.897 0.523
```

Frontier orbital gap (spin up / spin down)   4.7 / 5.8 eV
Net charge   -2
Calculated total energy   -153686.456 eV
Maximum force   1.6 eV/A
HOMO (spin up / spin down)   -1.01 / -2.09 eV

***

# 2
Here is a molecular structure, C19H21BrN2O3SbSe4Tc from OMol25. Energies are from ωB97M-V with the def2-TZVPD basis set.

Geometry as XYZ:
```
52
Properties=species:S:1:pos:R:3:mulliken_charge:R:1
Tc 0.437 -0.214 -0.027 -0.151
C 1.437 0.839 0.793 0.207
C 2.258 1.725 1.582 0.926
C 1.779 2.178 2.813 -0.333
C 2.556 3.033 3.578 -0.614
C 3.804 3.437 3.121 -0.389
C 4.280 2.986 1.897 -0.536
C 3.511 2.131 1.123 -0.425
H 0.807 1.848 3.158 0.414
H 2.188 3.382 4.534 0.406
H 4.408 4.103 3.722 0.389
H 5.254 3.299 1.546 0.390
H 3.872 1.771 0.169 0.449
Br 4.091 -7.249 -3.329 -0.182
C 3.323 -5.679 -2.604 0.166
C 3.189 -4.560 -3.411 -0.597
C 2.627 -3.413 -2.876 -0.239
C 2.209 -3.396 -1.550 0.051
C 2.348 -4.528 -0.754 -0.271
C 2.908 -5.679 -1.281 -0.573
C 1.617 -2.170 -0.981 1.575
O 1.252 -2.128 0.238 -0.866
O 1.449 -1.126 -1.684 -0.929
H 3.520 -4.589 -4.439 0.414
H 2.510 -2.523 -3.478 0.422
H 2.012 -4.496 0.273 0.450
H 3.022 -6.567 -0.676 0.421
C -1.125 4.178 -2.368 -1.181
N -1.240 3.052 -1.456 0.174
C -0.816 3.301 -0.087 -0.930
C -1.359 1.776 -1.892 0.426
O -0.882 0.811 -1.262 -0.315
N -2.032 1.530 -3.041 0.074
C -3.210 2.297 -3.422 -1.182
C -1.956 0.181 -3.592 -0.947
H -0.171 4.681 -2.194 0.407
H -1.929 4.901 -2.214 0.319
H -1.144 3.836 -3.398 0.388
H -1.166 4.293 0.200 0.426
H 0.271 3.265 0.020 0.330
H -1.263 2.574 0.587 0.155
H -3.433 3.051 -2.673 0.402
H -4.065 1.621 -3.485 0.402
H -3.079 2.781 -4.392 0.309
H -0.954 -0.218 -3.464 0.302
H -2.186 0.234 -4.656 0.351
H -2.665 -0.491 -3.101 0.243
Se -2.844 -2.791 -1.098 -0.508
Sb -3.353 -1.851 1.008 0.631
Se -1.405 -0.083 1.659 -0.023
Se -5.350 -0.947 1.854 -0.513
Se -1.533 -2.219 2.745 -0.316
```

Frontier orbital gap   7.2 eV
Calculated total energy   -369331.636 eV
Maximum force   0.5 eV/A
HOMO   -7.86 eV

***

# 3
Here is 9 unconnected molecules or ions with the total composition C12H28Cl12N3O6 in a non-equilibrium geometry from OMol25. Energies are from ωB97M-V with the def2-TZVPD basis set.

Geometry as XYZ:
```
61
Properties=species:S:1:pos:R:3:mulliken_charge:R:1
N 0.587 0.047 0.114 0.839
H -0.195 0.285 -0.496 -0.283
H 1.055 0.903 0.392 0.108
H 1.253 -0.617 -0.303 0.015
H 0.185 -0.317 1.007 0.592
N -0.711 -1.449 3.437 0.766
O 0.052 -2.382 3.639 -0.634
O -0.524 -0.690 2.432 -0.722
O -1.689 -1.228 4.181 -0.654
N 2.346 -2.975 0.296 0.922
O 1.438 -3.842 0.309 -0.604
O 2.460 -2.106 -0.596 -0.696
O 3.130 -3.040 1.275 -0.629
Cl 2.841 2.070 -1.064 -0.045
C 2.481 3.698 -1.665 -0.539
C 1.626 3.706 -2.926 -0.509
Cl 0.068 2.809 -2.732 -0.084
H 3.400 4.264 -1.813 0.368
H 1.983 4.231 -0.856 0.248
H 2.127 3.335 -3.816 0.299
H 1.312 4.729 -3.128 0.339
Cl 0.098 -3.253 -4.923 -0.213
C 1.514 -3.250 -3.883 -0.276
C 2.336 -1.992 -3.927 -0.599
Cl 1.447 -0.558 -3.348 -0.066
H 2.177 -4.034 -4.256 0.404
H 1.194 -3.558 -2.889 0.063
H 2.598 -1.853 -4.976 0.431
H 3.212 -2.106 -3.293 0.238
Cl -3.304 -2.955 0.549 -0.156
C -3.285 -3.349 -1.199 -0.456
C -1.874 -3.557 -1.701 -0.605
Cl -1.066 -1.962 -1.786 0.094
H -3.770 -2.568 -1.781 0.218
H -3.849 -4.270 -1.351 0.376
H -1.847 -3.908 -2.732 0.303
H -1.312 -4.253 -1.081 0.293
Cl -0.397 2.414 1.782 -0.141
C -1.622 1.921 3.015 -0.362
C -2.452 3.105 3.459 -0.341
Cl -1.377 4.298 4.261 -0.237
H -1.142 1.457 3.872 0.241
H -2.247 1.196 2.499 0.230
H -3.235 2.816 4.155 0.402
H -2.826 3.606 2.568 0.159
Cl -4.768 3.244 -0.153 -0.182
C -4.712 2.232 -1.586 -0.572
C -3.939 0.927 -1.403 -0.622
Cl -2.216 1.170 -1.196 -0.067
H -4.354 2.837 -2.420 0.319
H -5.744 2.089 -1.915 0.375
H -4.193 0.312 -2.270 0.281
H -4.319 0.307 -0.592 0.334
Cl 3.217 0.272 1.829 0.023
C 3.757 -0.363 3.402 -0.605
C 3.946 0.764 4.423 -0.458
Cl 2.381 1.310 5.036 -0.162
H 4.703 -0.879 3.244 0.341
H 3.081 -1.105 3.826 0.295
H 4.341 1.585 3.826 0.255
H 4.623 0.481 5.225 0.352
```

Frontier orbital gap   7.2 eV
Net charge   -1
Calculated total energy   -179919.241 eV
Maximum force   3.7 eV/A
HOMO   -5.14 eV